1.
# C2H10N6

A structure of composition C2H10N6 (ωB97M-V with the def2-TZVPD basis set, the Open Molecules 2025 dataset).

```
18
Properties=species:S:1:pos:R:3:nbo_charge:R:1
C -1.299 0.574 0.265 0.64
C -1.801 -1.821 -0.249 0.15
N -1.737 -0.581 0.055 -0.40
N 0.581 0.692 0.124 -0.11
N -1.970 1.657 0.427 -0.77
N 1.098 1.788 -0.438 -0.60
N 1.085 -0.454 -0.408 -0.29
N 2.054 -1.131 0.477 -0.54
H -1.613 -2.568 0.474 0.21
H -1.737 -2.313 -1.237 0.24
H -2.937 1.586 0.163 0.45
H -1.738 2.657 0.750 0.48
H 0.780 1.911 -1.349 0.36
H 1.020 2.638 0.150 0.41
H 1.478 -0.339 -1.333 0.40
H 1.526 -1.577 1.303 0.47
H 2.917 -0.658 0.684 0.45
H 2.292 -2.061 0.141 0.45
```

Computed properties:
Gap between HOMO and LUMO   0.32334 Eh
Net charge   +2
Energy above the lowest of the compared OMol25 structures with the same formula, charge and spin   109.3 kcal/mol
HOMO   -17.7 eV
LUMO level   -8.95 eV

---

2.
# C25H34N8OPdS2SeSi2Te

A structure of composition C25H34N8OPdS2SeSi2Te (ωB97M-V with the def2-TZVPD basis set, the Open Molecules 2025 dataset).

```
75
Properties=species:S:1:pos:R:3:mulliken_charge:R:1
Pd -0.673 -1.949 -0.574 0.82
C -5.007 0.758 -2.572 -0.82
S -5.241 -0.549 -1.352 0.06
C -3.674 -1.265 -1.202 0.50
S -2.255 -0.539 -1.953 -0.38
N -3.638 -2.371 -0.559 -1.21
N -2.391 -2.932 -0.431 0.85
C -2.339 -4.164 -0.096 -0.76
C -1.037 -4.778 0.071 0.93
C -0.857 -6.049 0.573 -0.79
C 0.442 -6.536 0.685 -0.38
C 1.494 -5.738 0.277 -0.90
C 1.226 -4.464 -0.212 -0.11
N -0.014 -3.996 -0.312 -0.08
H -6.016 1.045 -2.864 0.39
H -4.481 0.384 -3.446 0.33
H -4.497 1.617 -2.144 0.26
H -3.261 -4.721 0.030 0.45
H -1.711 -6.640 0.875 0.45
H 0.622 -7.525 1.084 0.47
H 2.516 -6.087 0.331 0.48
H 2.021 -3.818 -0.562 0.59
O 1.195 -1.121 -1.608 -0.54
N 2.363 -1.566 -1.265 -0.32
C 3.172 -0.834 -0.545 0.47
C 2.711 0.504 -0.251 0.74
N 1.924 1.344 -0.273 -0.14
C 4.422 -1.380 -0.117 -0.47
N 5.395 -1.844 0.278 -0.37
C 1.771 4.021 -2.263 -0.97
Si 1.499 2.528 -3.333 0.24
C 3.016 1.462 -3.474 -1.02
C 0.895 3.042 -5.005 -1.16
C 0.021 1.434 -2.738 -1.07
Te -0.204 0.924 -0.724 0.48
C -0.975 2.819 -0.190 -0.74
Si -0.668 3.451 1.599 -0.01
C -1.827 4.874 1.809 -1.07
C 1.093 3.971 1.828 -0.97
C -1.125 2.018 2.698 -0.67
H 2.750 4.438 -2.514 0.46
H 1.776 3.818 -1.190 0.17
H 1.028 4.796 -2.468 0.33
H 3.557 1.742 -4.381 0.49
H 2.777 0.399 -3.558 0.28
H 3.708 1.599 -2.639 0.31
H 1.620 3.716 -5.472 0.37
H -0.058 3.574 -4.943 0.35
H 0.767 2.185 -5.671 0.34
H 0.070 0.486 -3.278 0.66
H -0.911 1.946 -2.982 0.72
H -2.053 2.681 -0.344 0.45
H -0.600 3.506 -0.952 0.41
H -1.582 5.688 1.122 0.34
H -1.751 5.270 2.825 0.35
H -2.866 4.584 1.640 0.35
H 1.321 4.854 1.226 0.31
H 1.821 3.196 1.582 0.30
H 1.248 4.245 2.874 0.42
H -2.182 1.767 2.575 0.30
H -0.962 2.253 3.753 0.51
H -0.529 1.126 2.472 -0.01
Se -2.736 -1.442 2.734 0.25
N -1.204 -1.633 1.831 0.05
C -0.243 -1.732 2.736 0.40
C 1.155 -1.891 2.451 0.22
C 2.029 -1.966 3.482 -0.93
C 1.599 -1.894 4.856 -0.68
C 0.297 -1.750 5.179 -0.79
C -0.670 -1.657 4.120 0.69
N -1.965 -1.501 4.312 -0.74
H 1.492 -1.967 1.424 0.38
H 3.085 -2.097 3.278 0.53
H 2.344 -1.964 5.637 0.43
H -0.042 -1.708 6.206 0.50
```

Computed properties:
Gap between HOMO and LUMO   0.23685 Eh
Net charge   +2
Energy above the lowest of the compared OMol25 structures with the same formula, charge and spin   43.1 kcal/mol
HOMO   -14.1 eV
LUMO level   -7.65 eV